Formula: C30H74BBrO31S9
Source: OMol25
Level of theory: wB97M-V/def2-TZVPD

Results
**LUMO energy**: 0.21 eV
**HOMO energy**: -10.33 eV
**Strongest force on any atom**: 1.2 eV/A

```
146
Properties=species:S:1:pos:R:3:forces:R:3:mulliken_charge:R:1
O 2.976489 -4.561132 -3.124860 0.81 0.15 -0.63 -0.40
C 3.881050 -4.346499 -3.870438 -1.03 -0.27 0.48 0.59
Br 3.609577 -4.572020 -5.796580 0.15 0.21 0.00 -0.22
C 5.262531 -3.878266 -3.540247 0.09 0.13 0.14 -1.29
C 5.617489 -4.039825 -2.058152 0.02 -0.19 0.03 1.53
C 6.750505 -5.039332 -1.862030 -0.16 -0.14 -0.13 -1.37
C 8.101618 -4.543984 -2.362988 -0.28 -0.24 0.06 -0.73
C 8.710868 -3.413908 -1.530054 0.45 -0.01 -0.41 0.04
O 8.712081 -2.209555 -2.258470 0.06 0.13 0.04 -0.50
B 9.587178 -1.207079 -1.804501 -0.16 -0.10 0.16 0.65
O 10.886637 -1.186008 -2.252823 -0.26 0.56 0.14 -0.52
O 9.152934 -0.292239 -0.869444 0.48 0.07 -0.51 -0.51
O 8.089984 -3.269424 -0.260997 -0.38 0.05 -0.17 -0.37
S 6.610888 -2.526455 -0.108560 -0.41 -0.24 0.09 0.71
O 5.888957 -3.412433 0.785002 0.24 0.25 -0.11 -0.54
O 5.970378 -2.713410 -1.588069 0.40 -0.12 0.15 -0.48
H 5.305083 -2.822693 -3.828480 0.00 -0.06 0.00 0.34
H 5.960086 -4.407125 -4.189252 0.01 0.04 0.00 0.52
H 4.746290 -4.388018 -1.501136 0.00 0.17 0.00 -0.31
H 6.467748 -5.935877 -2.424300 0.03 0.03 0.03 0.58
H 6.808229 -5.345275 -0.816312 0.04 0.13 -0.04 0.44
H 8.778267 -5.400862 -2.339739 0.08 0.13 -0.04 0.39
H 8.032664 -4.211203 -3.399894 0.09 0.04 0.03 0.32
H 9.746883 -3.684160 -1.297548 -0.08 0.09 0.22 0.54
H 10.956118 -1.241137 -3.209510 0.12 -0.50 0.03 0.30
H 8.414334 0.237970 -1.183467 -0.27 -0.18 0.33 0.31
O -0.598854 -5.618464 1.429573 -0.12 0.04 -0.02 -0.72
S 0.339525 -4.691313 1.986368 0.27 0.14 -0.05 1.24
O -0.073858 -3.349055 2.268292 -0.04 -0.13 0.06 -0.57
O 1.628829 -4.640579 1.074110 0.05 -0.07 0.03 -0.29
C 1.444154 -4.470458 -0.355599 -0.08 0.04 -0.44 -0.15
C 1.036194 -3.065970 -0.744187 -0.08 0.05 0.26 -0.61
C 1.088771 -5.373801 3.421724 0.01 -0.06 0.03 -1.09
H 0.718748 -5.201563 -0.714580 -0.02 -0.06 0.15 0.32
H 2.406445 -4.725132 -0.786070 0.08 -0.02 0.14 0.00
H 0.031536 -2.831179 -0.393976 -0.01 0.00 -0.01 0.18
H 1.051347 -2.972002 -1.829431 0.05 -0.04 -0.02 0.45
H 1.709117 -2.324448 -0.314394 0.03 0.01 -0.06 0.06
H 1.438674 -6.375590 3.190676 0.00 -0.01 -0.01 0.36
H 0.322582 -5.401978 4.193421 -0.03 0.02 -0.02 0.40
H 1.909741 -4.729982 3.724478 0.00 0.02 -0.01 0.31
O -4.407537 0.442231 -0.408189 0.05 0.18 0.02 -0.67
S -5.134420 -0.105469 0.699617 -0.08 -0.49 -0.09 1.39
O -5.117464 0.560794 1.964419 0.04 0.19 -0.03 -0.59
O -4.715548 -1.617865 0.871806 -0.07 0.04 0.05 -0.33
C -3.287338 -1.894208 0.982397 0.49 -0.15 0.01 -0.43
C -2.736793 -1.592135 2.354547 -0.13 0.28 0.11 -0.37
C -6.805419 -0.382792 0.222699 -0.04 -0.02 -0.02 -1.04
H -2.765063 -1.340877 0.200868 -0.09 0.06 -0.01 0.43
H -3.193858 -2.954324 0.754631 -0.17 -0.01 0.00 0.23
H -2.761713 -0.521664 2.562121 0.00 0.00 -0.04 0.31
H -1.704043 -1.933249 2.409977 -0.14 0.00 -0.04 0.16
H -3.323312 -2.088072 3.125990 0.05 -0.07 -0.02 0.10
H -6.815829 -0.913918 -0.724479 0.01 -0.01 -0.01 0.32
H -7.273238 0.594197 0.120190 0.03 0.02 0.02 0.36
H -7.297279 -0.957329 1.002556 0.00 0.01 0.02 0.32
O -5.454725 7.160712 0.903569 -0.03 0.12 0.02 -0.56
S -6.527188 6.213762 0.802708 -0.01 -0.13 -0.19 1.21
O -6.859052 5.416097 1.940843 -0.01 0.06 0.09 -0.62
O -6.254708 5.284289 -0.448270 -0.08 -0.02 0.02 -0.31
C -4.938113 4.678149 -0.547710 0.48 -0.18 -0.11 -0.32
C -4.754761 3.497659 0.378705 -0.19 0.32 0.24 -0.66
C -7.976984 7.001638 0.197037 -0.02 0.05 -0.03 -1.09
H -4.184795 5.448986 -0.374673 -0.08 0.07 0.03 0.16
H -4.858323 4.371177 -1.588230 -0.15 0.03 -0.03 0.31
H -4.758697 3.808293 1.423400 0.01 0.00 0.00 0.26
H -3.810336 2.999445 0.171502 -0.01 -0.05 -0.10 0.54
H -5.563428 2.785475 0.247519 0.02 -0.07 -0.06 -0.03
H -7.720009 7.579570 -0.685787 0.01 0.00 -0.01 0.32
H -8.337191 7.652157 0.990636 0.02 -0.01 0.03 0.38
H -8.715123 6.238369 -0.032215 0.00 -0.02 0.01 0.36
O 3.683261 1.502875 0.102585 -0.01 -0.01 -0.15 -0.72
S 2.598427 0.956705 0.863008 -0.12 -0.02 0.29 1.34
O 1.425097 0.485767 0.193059 0.05 -0.01 -0.22 -0.58
O 2.181650 1.997799 1.982267 0.04 -0.10 0.02 -0.29
C 1.884596 3.353961 1.565229 -0.10 0.43 -0.04 -0.49
C 0.510441 3.483648 0.944176 -0.04 -0.19 -0.12 -0.63
C 3.186289 -0.308320 1.927650 0.12 -0.06 0.15 -0.80
H 2.668993 3.700522 0.891407 0.03 -0.10 -0.02 0.34
H 1.949823 3.939272 2.479558 0.01 -0.08 0.04 0.21
H 0.455820 2.963308 -0.011186 0.01 -0.01 0.00 0.39
H 0.282616 4.536985 0.783150 0.07 0.04 0.07 0.07
H -0.246762 3.055830 1.600919 -0.01 0.03 0.04 0.29
H 4.056080 0.058796 2.465534 0.01 0.02 -0.01 0.38
H 3.458442 -1.157766 1.303880 -0.01 0.01 -0.04 0.16
H 2.392829 -0.586941 2.616227 -0.05 0.00 -0.05 0.32
O 3.333936 -8.333291 -7.398557 0.14 0.07 -0.01 -0.66
S 2.863523 -8.408602 -6.048484 -0.29 -0.11 0.05 1.22
O 3.756452 -8.106350 -4.970804 0.08 0.08 -0.02 -0.55
O 2.223299 -9.844464 -5.815403 0.01 0.01 0.06 -0.28
C 3.019839 -10.996267 -6.176863 0.19 -0.31 -0.10 -0.38
C 4.089478 -11.311223 -5.152079 0.01 0.17 0.06 -0.96
C 1.380484 -7.484146 -5.869443 -0.10 0.00 0.00 -0.76
H 3.444771 -10.839871 -7.169049 -0.02 0.10 0.01 0.34
H 2.302675 -11.811076 -6.248375 -0.10 0.07 0.04 0.27
H 4.855822 -10.538282 -5.126891 0.00 0.00 -0.02 0.28
H 4.565015 -12.260299 -5.400231 -0.03 -0.02 -0.02 0.38
H 3.654857 -11.382525 -4.155413 -0.02 -0.06 0.00 0.26
H 0.697320 -7.762956 -6.666620 0.02 -0.04 -0.01 0.34
H 1.649699 -6.433788 -5.943700 0.00 -0.05 0.02 0.20
H 0.952968 -7.698687 -4.893641 0.03 0.00 0.02 0.29
O 0.709300 6.699962 2.086815 0.01 -0.16 0.02 -0.48
S 0.128366 7.884325 2.649142 -0.05 0.40 0.01 1.11
O -0.156489 7.946510 4.047176 0.07 -0.18 0.06 -0.63
O -1.173469 8.254976 1.825300 0.02 0.07 0.05 -0.29
C -2.184374 7.227264 1.637710 -0.34 -0.30 -0.17 0.17
C -3.053171 7.018701 2.853452 0.29 0.02 0.35 -1.23
C 1.093419 9.287760 2.201738 -0.01 0.01 -0.04 -0.96
H -1.694131 6.302272 1.326098 0.11 0.04 0.05 0.04
H -2.784766 7.585517 0.803337 0.06 0.13 0.00 0.32
H -2.490393 6.588247 3.681939 0.05 0.01 -0.04 0.40
H -3.866453 6.345157 2.601749 -0.07 0.00 -0.05 0.27
H -3.473553 7.964733 3.191867 -0.08 0.00 -0.07 0.33
H 1.295031 9.271384 1.134186 0.01 0.01 -0.01 0.31
H 2.022311 9.217808 2.762907 0.00 -0.03 0.03 0.38
H 0.548052 10.185081 2.480441 -0.01 0.00 0.03 0.34
O 0.874586 10.181465 -1.966510 0.09 0.02 -0.03 -0.66
S 0.023863 9.108023 -2.389770 -0.18 0.00 0.05 1.23
O 0.207180 8.532027 -3.685386 0.09 0.01 -0.02 -0.63
O -1.488714 9.568071 -2.225816 0.00 -0.09 0.02 -0.13
C -1.871301 10.827532 -2.824288 -0.12 0.33 -0.14 -0.47
C -2.069319 10.725502 -4.322255 0.11 -0.14 -0.01 -0.99
C 0.006579 7.851960 -1.167632 0.04 -0.09 0.01 -0.63
H -1.131099 11.585688 -2.565707 0.07 -0.08 0.02 0.37
H -2.803053 11.091780 -2.328663 0.00 -0.11 0.07 0.26
H -1.128280 10.537444 -4.836272 0.01 0.01 0.01 0.30
H -2.488089 11.658663 -4.699661 -0.03 0.01 0.03 0.39
H -2.749250 9.908748 -4.563078 -0.05 0.03 0.01 0.26
H -0.176277 8.316660 -0.204952 -0.08 -0.04 -0.07 -0.18
H 0.981003 7.368149 -1.183748 0.02 0.03 -0.03 0.53
H -0.771478 7.132473 -1.408940 -0.01 0.00 -0.03 0.31
O -4.489485 -2.636862 5.102500 0.09 -0.05 -0.03 -0.52
S -4.863544 -3.070351 6.413669 -0.18 0.02 0.06 1.10
O -4.011932 -3.968229 7.130885 0.08 0.01 -0.01 -0.63
O -6.331926 -3.672897 6.346597 0.00 0.01 0.09 -0.30
C -6.588003 -4.680855 5.340728 -0.09 -0.25 -0.28 -0.23
C -6.046883 -6.041559 5.726417 0.13 0.07 0.11 -1.00
C -5.233329 -1.680730 7.423119 -0.03 0.05 0.02 -0.98
H -6.184975 -4.342266 4.385365 0.06 0.07 0.05 0.24
H -7.672024 -4.707281 5.252622 -0.01 0.09 0.10 0.27
H -4.958355 -6.046807 5.741859 0.00 0.01 -0.02 0.29
H -6.384801 -6.786407 5.005687 -0.04 0.02 -0.01 0.39
H -6.395812 -6.324684 6.719152 -0.05 -0.02 -0.02 0.27
H -5.908862 -1.025251 6.881369 0.00 0.00 -0.02 0.31
H -4.289737 -1.178065 7.621965 0.02 -0.02 -0.02 0.37
H -5.679631 -2.031880 8.349233 0.01 -0.02 0.01 0.36
```
Positions in Å, forces in eV/Å.

---

Formula: C11H22IN3O3S
Source: OMol25
Level of theory: wB97M-V/def2-TZVPD

Results
**LUMO energy**: -2.87 eV
**HOMO energy**: -5.16 eV
**Strongest force on any atom**: 7.0 eV/A

```
41
Properties=species:S:1:pos:R:3:forces:R:3:nbo_charge:R:1
C -3.470592 -2.225497 1.831684 1.77 6.70 0.60 -0.20
C -3.246786 -0.958448 2.159005 -2.62 -5.45 -2.39 -0.13
C -3.433916 0.657156 2.295051 1.44 -1.77 2.17 -0.28
N -2.973779 1.410346 1.079704 0.54 -2.00 -0.99 -0.70
C -2.242599 0.528297 0.111459 -0.71 -0.02 -0.03 0.75
N -3.109013 -0.121681 -0.936299 1.33 1.47 2.20 -0.77
I -3.330568 1.406722 -2.358003 0.02 -0.18 -0.09 0.36
N -0.902023 0.326687 0.166542 -3.31 1.26 -0.24 -0.36
C -0.162333 1.071089 1.226833 -0.03 -0.54 1.95 -0.46
S -0.070184 2.924548 0.950868 2.97 5.04 -0.03 1.85
O 0.102338 3.700898 2.240513 -1.08 -3.16 -2.77 -0.88
O 0.946225 3.342866 -0.084368 -2.97 -2.10 2.24 -0.87
C -0.319627 -0.619994 -0.843250 1.71 -2.34 -1.62 -0.07
C -0.716208 -2.155845 -0.402551 -0.69 0.31 -0.33 -0.63
C 1.288573 -0.599657 -0.958390 -0.65 0.37 -0.19 -0.46
C 1.914711 0.716644 -1.654934 1.16 -0.66 0.73 -0.43
C 3.191790 0.292494 -2.602440 0.28 0.75 0.96 -0.63
H -3.429362 -3.248546 1.285688 -0.07 2.24 1.64 0.30
H -4.510384 0.914063 2.607527 1.72 -0.45 -0.75 0.26
H -2.720755 0.972048 3.164542 -1.51 -0.57 -1.37 0.24
H -3.804545 1.836647 0.637940 0.81 -0.49 -0.14 0.41
H -4.052121 -0.188028 -0.483296 1.07 0.03 -0.46 0.40
H 0.912526 0.715425 1.418621 -1.55 0.38 -0.85 0.33
H -0.725623 0.940724 2.241014 1.05 0.35 -1.88 0.26
H -1.335359 3.300429 0.433539 1.00 -0.92 0.47 0.04
H -0.727587 -0.389181 -1.913330 0.27 -0.12 2.18 0.23
H -0.929187 -2.207710 0.734399 0.69 0.04 -1.90 0.22
H 0.134033 -2.880443 -0.721723 -1.52 1.41 0.76 0.28
H -1.712239 -2.435606 -0.935949 1.77 0.36 0.90 0.21
H 1.706476 -0.837020 0.096541 0.03 0.01 -1.83 0.30
H 1.576378 -1.507751 -1.630650 -0.72 1.50 1.48 0.25
H 2.395132 1.342280 -0.794810 -1.25 -0.69 -1.77 0.23
H 1.125630 1.317758 -2.248579 1.27 -0.88 1.01 0.19
H 4.162208 0.486531 -1.986554 -1.75 -0.45 -1.13 0.23
H 3.204355 -0.827331 -2.860196 -0.20 1.81 0.14 0.22
H 3.243371 0.996016 -3.509063 -0.12 -1.33 1.14 0.20
C 4.370477 -1.614557 0.447632 1.08 0.31 0.21 -0.20
O 3.153604 -2.158709 0.407345 -0.87 -0.15 0.07 -0.94
H 4.708022 -1.061672 -0.452700 -0.15 0.14 -0.54 0.08
H 4.562543 -0.861169 1.238332 -0.26 0.27 0.43 0.08
H 5.226400 -2.300825 0.602305 0.05 -0.50 0.03 0.10
```
Positions in Å, forces in eV/Å.

---

Formula: C5H12O2
Source: OMol25
Level of theory: wB97M-V/def2-TZVPD

Results
**LUMO energy**: 0.64 eV
**HOMO energy**: -8.69 eV
**Strongest force on any atom**: 2.3 eV/A
**Energy relative to the best compared isomer or geometry (same formula, charge and spin)**: 107.78 kcal per mole

```
19
Properties=species:S:1:pos:R:3:forces:R:3:nbo_charge:R:1
C 1.050206 -1.970096 -0.204091 -1.37 -1.82 0.34 -0.22
O 0.506835 -0.863904 0.380274 -0.10 -0.22 -0.14 -0.55
C -0.294088 0.019794 -0.431747 -0.11 -0.03 -0.14 0.10
C -1.604223 -0.678533 -0.740644 -0.08 -0.02 -0.06 -0.63
C -0.487837 1.331916 0.332175 0.01 -0.10 0.00 -0.45
C 0.791679 2.140248 0.547378 -0.25 0.19 -0.26 -0.06
O 1.649038 1.585492 1.518473 0.12 -0.28 0.00 -0.72
H 0.515007 -2.727357 -0.919936 1.03 1.74 -0.40 0.23
H 0.144691 -3.281919 -0.009891 0.66 1.21 1.05 0.03
H 1.841381 -2.316028 0.456684 -0.01 -0.48 -0.55 0.20
H 0.271082 0.211329 -1.355208 -0.09 -0.01 0.05 0.18
H -2.095198 -0.974430 0.192914 0.05 0.07 -0.13 0.22
H -1.426899 -1.577071 -1.339896 -0.10 0.11 0.06 0.21
H -2.274316 -0.021440 -1.301227 0.07 -0.08 0.04 0.22
H -0.952364 1.126981 1.305477 0.05 -0.03 -0.13 0.22
H -1.198135 1.944361 -0.241042 0.15 -0.13 0.06 0.22
H 1.306514 2.265786 -0.421874 -0.03 -0.05 0.17 0.15
H 0.537656 3.144617 0.904784 0.01 -0.17 -0.06 0.18
H 1.718972 0.640254 1.327396 0.00 0.10 0.10 0.48
```
Positions in Å, forces in eV/Å.